A molecular structure, C11H13LiN2S2, computed with the ωB97M-V functional and the def2-TZVPD basis.

Positions of all 29 atoms, in Å:
Li (-0.37491, -0.19399, 0.00669)
S (-3.72483, -1.46240, 0.01029)
C (-3.37320, 0.19170, 0.00716)
N (-2.20574, 0.79727, 0.00486)
C (-2.32392, 2.16934, 0.00294)
C (-1.23093, 3.04049, -0.00078)
C (-1.46379, 4.40367, -0.00193)
C (-2.76688, 4.91236, 0.00026)
C (-3.85768, 4.05384, 0.00326)
C (-3.63206, 2.68284, 0.00447)
S (-4.73699, 1.34697, 0.00754)
H (-0.22589, 2.62786, -0.00354)
H (-0.62123, 5.08527, -0.00490)
H (-2.92688, 5.98494, -0.00071)
H (-4.86906, 4.44399, 0.00461)
C (3.87045, 0.05817, -0.05017)
C (2.58961, -0.85416, -0.05384)
C (2.72840, -1.75069, -1.32988)
C (2.77076, -1.82040, 1.16493)
N (1.40926, -0.13420, -0.01345)
H (4.82139, -0.49953, -0.08179)
H (3.84554, 0.67486, 0.85168)
H (3.81567, 0.72398, -0.91501)
H (3.68579, -2.29819, -1.38419)
H (2.63038, -1.10973, -2.20887)
H (1.90760, -2.47148, -1.34473)
H (3.72876, -2.36948, 1.15594)
H (1.94988, -2.54125, 1.16758)
H (2.70359, -1.22935, 2.08099)

Forces on atoms 1 to 6 (eV/Å):
0.404 0.158 -0.006
0.044 0.080 0.000
-0.027 -0.116 0.002
-0.238 -0.224 0.005
0.265 0.049 -0.002
0.009 -0.006 0.000

LUMO energy = 4.61 eV
net charge = -2
energy above the lowest of the compared OMol25 structures with the same formula, charge and spin = 0.00 kcal/mol
HOMO = 1.8 eV
frontier orbital gap = 0.103 Ha